Here is a molecular structure, C26H20F10IrN5 at a distorted geometry from OMol25. Energies are from ωB97M-V/def2-TZVPD.

Last column: Mulliken charge in e.
Cartesian coordinates (Å):
Ir  -0.45952  -1.07137  -0.18017  -0.36
F  -1.09833  2.57384  4.34863  -0.32
F  -1.69590  0.40048  2.91824  -0.32
F  3.08722  -0.64806  4.90494  -0.32
F  1.54103  -2.22040  3.40160  -0.37
F  2.73801  0.41688  -0.42891  -0.10
F  4.42626  1.45404  3.82669  -0.32
F  -0.55852  5.11509  0.42051  -0.31
F  -1.14157  2.96891  -1.09345  -0.03
F  4.23529  1.97252  1.16594  -0.31
F  -0.52014  4.93253  3.13292  -0.32
N  -1.62333  0.49363  0.02712  0.94
N  1.30661  -1.19970  -1.20332  0.13
N  1.26197  -1.66651  0.52947  -0.08
N  -0.82922  0.36938  -1.55403  0.29
N  -1.59678  -2.50137  0.38914  0.79
C  -0.80610  3.84915  2.39148  0.76
C  3.54550  0.94864  1.69629  -0.24
C  -1.12777  2.81629  0.24386  -0.17
C  -0.82276  3.93791  1.01239  -0.05
C  2.03658  -0.97366  1.39902  -0.27
C  0.19575  0.53036  -2.41164  0.52
C  1.32274  -0.27524  -2.25114  -0.26
C  2.75687  0.13404  0.88718  0.11
C  -0.65131  -3.02077  1.37544  -0.88
C  -1.41717  1.52500  2.24182  0.02
C  -2.03022  2.11037  -2.71577  -1.66
C  -1.43934  1.56936  0.82972  -0.13
C  2.96222  -0.38490  3.59277  0.05
C  0.17696  1.47426  -3.45899  0.62
C  -2.84816  -0.30303  0.22514  -0.57
C  2.40036  0.77448  -4.14145  -0.92
C  2.42084  -0.15890  -3.10700  -0.41
C  -2.64310  -1.65487  0.95872  -1.37
C  0.80078  -3.01810  0.85343  -0.90
C  2.16614  -1.20155  2.78684  0.43
C  -1.10340  2.64795  3.00669  0.20
C  1.28301  1.59000  -4.31914  -0.94
C  -2.04211  -3.43980  -0.60770  -1.08
C  -0.96744  2.27115  -3.59796  -0.98
C  -1.91315  1.15563  -1.72118  -0.57
C  3.64537  0.68669  3.04775  0.74
H  -2.92670  2.71339  -2.80090  0.50
H  -3.27575  -0.53103  -0.76141  0.55
H  1.52386  -2.17997  -1.46259  0.58
H  3.29296  -0.79152  -2.97278  0.47
H  1.27731  2.31500  -5.12947  0.42
H  -0.66644  -2.42118  2.29404  0.39
H  3.25347  0.86689  -4.80863  0.39
H  -3.63941  0.25233  0.74808  0.24
H  1.44379  -3.55407  1.56193  0.59
H  -0.93656  -4.03636  1.67747  0.45
H  -1.03479  3.01412  -4.38777  0.41
H  -2.45172  -1.44313  2.01402  0.29
H  0.84303  -3.63709  -0.05288  0.34
H  -2.71379  0.98986  -1.00629  1.18
H  -0.99329  -2.08862  -1.46610  -0.06
H  -2.66278  -4.22997  -0.17093  0.27
H  -1.19873  -3.91592  -1.11818  0.39
H  2.12028  -1.16878  -0.56113  0.54
H  -2.62926  -2.93896  -1.38535  0.44
H  -3.59967  -2.19536  0.96696  0.55

Atomic forces in eV per Å
Ir 4.8661 4.3041 -12.3957
F 0.0047 0.0172 -0.4156
F 0.0757 -0.0487 -0.3085
F -0.1019 0.0900 -0.4669
F -0.1871 0.0641 -0.1091
F 0.9392 1.3828 0.8748
F -0.1708 -0.1568 -0.1643
F -0.0724 -0.4048 0.1412
F 1.6645 2.5838 2.7885
F -0.2924 -0.3737 0.1246
F -0.0603 -0.2899 -0.1942
N -5.6373 -1.2295 13.3960
N 1.3164 0.0226 -6.4723
N 0.3567 -6.1472 11.7429
N 1.3480 0.6341 -6.6440
N -1.8030 -1.2600 3.6405
C 0.1136 0.4620 0.1502
C -0.2176 -0.1191 -0.4943
C 0.1371 0.6423 1.4248
C -0.0465 -0.1066 -0.3129
C 0.1024 0.7359 1.5105
C 0.7802 -0.0751 -1.5866
C 1.2562 0.0044 -3.1370
C 0.8095 0.5072 1.5572
C 0.4773 -1.9203 1.5660
C 0.2021 1.3424 0.1887
C 0.6547 -0.7624 -3.6346
C 0.5693 0.8382 1.6070
C -0.1638 -0.4090 -0.0737
C 0.1603 0.3298 -0.2955
C -0.6404 -0.7807 1.3855
C -0.6974 0.8668 -0.4459
C -0.8815 -0.0717 0.6043
C -2.2991 0.2027 1.1519
C 0.4469 -0.9447 0.9749
C 0.8635 0.7795 0.1499
C -0.1809 -0.6250 0.0557
C 1.1771 -0.5602 0.0197
C -0.9058 -1.4785 -0.5014
C -1.6061 0.3167 0.2560
C -0.9384 -1.7950 -2.9544
C 0.2270 0.2136 0.4306
H 0.0826 -0.1637 0.0917
H 0.1453 -0.0845 -0.2229
H -0.9649 0.6860 -0.7067
H -0.1133 -0.0263 0.0843
H -0.1200 -0.0726 0.1713
H -0.2258 0.0210 -0.4132
H -0.1536 -0.0117 0.1026
H -0.1392 -0.0078 0.1906
H -0.0741 -0.0275 0.1195
H 0.0556 -0.2802 0.0339
H 0.1520 -0.0668 0.0661
H 0.3318 -0.1885 -0.3270
H -0.0624 0.1466 -0.2706
H -0.6714 1.1613 -2.7564
H 1.2753 1.6768 -0.0183
H -0.1649 -0.1350 0.3832
H -0.1888 0.0961 0.3119
H -0.6947 0.6101 -2.2131
H 0.0920 -0.0817 0.3667
H -0.2072 -0.0331 -0.1281

Summary:
largest force on an atom: 0.28365 Eh/bohr
orbital gap (spin up / spin down): 5.51 / 5.50 eV
HOMO (spin up / spin down): -5.639 / -5.637 eV
lowest unoccupied orbital energy (spin up / spin down): -0.134 / -0.137 eV